A structure of composition C5H8BClO2S at a distorted geometry, computed with ωB97M-V/def2-TZVPD.

CARTESIAN COORDINATES (ANGSTROEM)
O: -1.79320 -2.25092 0.24400
S: 4.18322 1.40546 -0.12412
H: -4.09417 -0.85779 -0.00771
H: -2.01075 1.85481 0.28442
C: 1.53031 0.16111 -0.14833
C: -1.05879 1.57128 0.03633
H: 0.33968 -1.61057 -0.21104
H: 1.58131 1.19051 -0.32802
B: -2.10170 -0.89303 0.03752
C: -0.89816 0.05070 -0.02906
H: 4.53512 1.51222 1.17694
O: -3.30991 -0.41528 -0.29780
C: 2.69071 -0.41368 -0.07690
C: 0.33974 -0.59474 -0.17074
H: -0.27203 1.96104 0.63726
H: -0.77881 2.00403 -0.95032
Cl: 3.45519 -1.92041 0.23061
H: -2.33775 -2.75475 -0.30304

Cartesian forces, eV/Å:
O 0.6 2.0 1.1
S -1.4 -2.3 0.0
H -0.6 -0.6 0.1
H -2.2 0.8 0.8
C 0.0 -1.3 -0.7
C 2.9 -1.7 -2.2
H 0.2 -2.7 -0.1
H -0.4 1.3 0.0
B 1.2 -1.3 -0.3
C 2.4 -0.4 -0.1
H -0.3 -0.3 -0.2
O -0.6 0.9 -0.1
C 5.0 2.0 0.8
C -4.2 4.1 0.8
H 0.2 0.6 1.1
H -0.6 -0.3 0.3
Cl -1.0 1.0 -0.3
H -1.6 -1.7 -1.1

Computed properties:
E_LUMO   -0.18 eV
Electronic energy   -1229.0126 a.u.
Net charge   0
E_HOMO   -8.75 eV
Gap between HOMO and LUMO   8.5699 eV

The molecule C16H23NO4 at a distorted geometry, computed with ωB97M-V/def2-TZVPD.

CARTESIAN COORDINATES (ANGSTROEM)
H: -2.38182 -3.44681 -0.85190
H: -5.11261 -0.53800 0.22419
C: 1.13752 2.38646 -0.15270
C: -3.02602 -0.33882 2.87390
C: -4.20862 -0.62818 0.79157
H: 3.65004 -0.08489 0.08148
C: -0.45077 -1.10710 0.07391
C: -3.00291 -1.40511 -1.28080
O: -5.35799 0.08595 2.81072
C: -1.82566 -0.60319 2.21674
H: 0.63017 -2.18840 -2.63454
H: 0.33545 -1.50161 0.75470
H: -1.65359 -0.12959 -1.99784
C: -1.74924 -0.90652 0.84047
O: 0.63165 1.12337 0.39908
O: -2.61831 -0.31477 -2.14351
H: 1.37170 -2.62781 -1.08281
H: 5.22573 1.63232 -1.08737
C: 0.07951 0.23670 -0.46859
H: -6.08964 0.24015 2.20304
H: 2.62445 1.57984 -1.44958
H: 4.49724 0.37742 1.51861
H: 3.54475 2.75376 1.19451
H: -3.04234 -0.03277 3.92708
H: 5.03384 3.37862 -0.80180
N: -0.67660 -2.24802 -0.95108
H: 5.83368 2.33797 0.41827
C: 3.61917 0.63152 0.88421
C: 2.55726 2.31881 -0.67458
O: 0.00262 0.41610 -1.67037
H: 2.72443 3.31995 -1.10217
H: 0.37663 -3.84437 -1.91318
C: -2.03793 -2.57356 -1.47799
H: -3.99034 -1.71039 -1.57253
H: 0.48474 2.78784 -0.95343
C: -2.98808 -0.98002 0.15912
H: -0.90098 -0.47739 2.80617
H: -1.97471 -2.83170 -2.56245
H: 2.71594 0.45769 1.46437
C: -4.22984 -0.33299 2.17160
C: 5.03385 2.37788 -0.31785
C: 3.66617 2.07995 0.36381
H: 1.05316 3.09322 0.66629
C: 0.48829 -2.76346 -1.69675

Cartesian forces, eV/Å:
H -0.1 0.5 -1.0
H -0.4 -0.2 -0.4
C -0.5 0.1 -0.4
C -0.1 0.1 0.2
C 1.5 -0.3 1.0
H -0.1 -0.3 -0.6
C -0.2 -2.2 0.0
C 1.4 0.6 -0.6
O 0.1 -0.1 0.3
C 0.7 0.3 -0.1
H 0.1 -0.4 0.2
H -0.4 0.3 -0.2
H -0.9 -0.2 -0.3
C -1.3 0.2 0.7
O -0.6 -0.8 -0.8
O 0.2 -0.3 0.4
H 0.2 0.0 0.1
H 0.1 -0.1 -0.1
C 0.1 0.1 -1.3
H 0.2 -0.2 -0.1
H 0.1 -0.3 -0.6
H -0.5 0.4 -0.2
H -0.1 0.4 0.4
H 0.1 -0.3 -0.5
H 0.0 -0.6 0.3
N 0.4 1.4 0.7
H 0.1 0.0 0.0
C 0.7 0.4 0.8
C 0.0 0.7 0.9
O 0.4 0.7 0.6
H 0.0 -0.3 -0.2
H -0.1 0.6 0.1
C 0.9 -0.3 1.0
H -0.5 -0.1 -0.2
H 0.1 -0.7 0.4
C -0.4 0.4 0.7
H -0.5 -0.2 -0.4
H 0.0 0.1 0.8
H 0.0 -0.1 0.0
C 0.4 0.3 -1.4
C -0.7 0.4 0.2
C 0.5 -0.8 -1.1
H 0.1 -0.1 0.3
C -1.0 0.8 0.0

Computed properties:
E_LUMO   0.75 eV
Electronic energy   -979.1754 a.u.
Net charge   0
E_HOMO   -8.21 eV
SMILES   CC(C)CCOC(=O)[C@H]1c2ccc(O)cc2[C@@H](O)CN1C
Gap between HOMO and LUMO   8.9553 eV

The molecule C4H7NO2 at a distorted geometry, computed with ωB97M-V/def2-TZVPD.

CARTESIAN COORDINATES (ANGSTROEM)
H: -1.19175 -0.05316 1.20453
O: 1.97043 -0.02253 1.25342
N: -0.28104 0.28775 -0.55443
H: 0.57822 -0.17895 2.71563
H: -0.49025 1.62561 1.05011
H: -1.04597 -0.62535 -2.21386
C: 0.83352 0.77704 -1.35981
H: 0.46388 1.27979 -2.25197
O: -1.94090 -1.27453 -0.50175
H: 1.47689 1.40574 -0.75871
C: 0.84792 0.04698 1.66455
H: 1.44449 -0.05678 -1.72052
C: -0.35151 0.56108 0.86823
C: -1.14116 -0.60046 -1.11753

Cartesian forces, eV/Å:
H -0.2 0.5 0.2
O 0.1 -0.3 0.0
N 0.4 0.2 -0.1
H 0.2 -0.1 0.0
H -0.1 0.1 0.2
H 0.0 -0.1 0.0
C -0.1 -0.4 -0.4
H 0.0 0.4 0.1
O -0.1 0.1 -0.2
H -0.1 0.2 -0.1
C -0.4 0.8 0.0
H 0.1 0.1 0.2
C 0.2 -1.4 -0.5
C 0.0 0.0 0.5

Computed properties:
E_LUMO   0.79 eV
Electronic energy   -361.8315 a.u.
Net charge   0
E_HOMO   -9.38 eV
SMILES   CN(C=O)CC=O
Gap between HOMO and LUMO   10.1644 eV

A structure of composition C24H67N6O7Sr at a distorted geometry, computed with ωB97M-V/def2-TZVPD.

CARTESIAN COORDINATES (ANGSTROEM)
H: 6.56052 -5.75093 1.66395
H: 7.57299 -8.19794 4.04539
O: 1.05594 5.70724 -7.88029
H: -4.03054 4.58010 -1.95391
H: -7.05976 -7.26190 -1.55642
H: -0.58484 -4.37359 7.12448
H: -5.97999 4.49705 -3.56457
H: 0.21144 6.68868 -6.30967
C: -6.30632 -4.11091 -0.83709
H: 3.01972 4.36436 -0.46070
H: -0.40249 3.54662 -7.21528
H: 5.49068 -3.42395 2.66313
H: -1.09272 -2.63339 5.81496
C: 0.89639 6.92500 -7.12398
H: -6.69476 2.10276 -4.15374
H: -6.13585 2.19495 -1.91051
N: -5.25620 -2.18338 0.20386
C: -5.84675 2.43410 -6.70518
H: 1.54092 5.78276 4.22032
H: 1.12302 -4.55188 6.41419
C: 6.62672 -5.07186 2.51400
H: 2.86041 5.72277 0.68780
H: 2.84203 2.20465 1.25242
N: -6.08241 3.20289 -1.94651
H: 0.60180 2.66584 -5.94203
H: 4.14976 2.44549 0.43476
H: 3.08151 2.76287 -6.31278
H: 2.02257 5.01893 -6.17879
H: 0.52556 1.13314 7.02850
H: 3.97025 4.05692 3.89704
H: 0.32617 -0.88978 5.03743
H: 2.33427 1.64523 -7.15548
H: -7.01349 -2.24867 2.10232
H: 2.99601 6.02192 5.08683
C: 0.30519 -3.89663 6.71400
C: 7.78022 -4.04333 2.18485
O: -6.62859 -5.47984 -0.53035
H: 6.06724 -9.08489 3.72458
H: -4.32891 -2.33603 -0.16620
H: -5.38065 -3.94672 -1.38870
C: 2.86655 4.63782 0.58327
C: -5.46882 3.60972 -3.19110
H: -8.06993 -2.60870 0.79967
C: 6.61499 -8.16354 3.52660
H: -0.49647 -4.08389 4.18510
H: 1.81045 7.31405 -6.67537
H: 0.17660 0.63801 8.60252
H: 1.84039 4.45119 0.89994
H: -6.89992 2.15787 -6.65397
O: 3.11322 5.80548 3.02430
H: 2.96572 5.18172 -7.63931
C: 1.98736 4.88652 -7.26014
H: 1.66461 0.16330 7.98767
C: -5.99529 -3.41150 0.44128
O: 0.06904 -0.91547 7.11929
H: -0.68973 -0.31185 -0.70999
H: -4.91112 1.73773 -4.15872
H: -7.00857 -5.77839 -2.56481
C: 0.62368 0.26546 7.68088
O: 5.90781 -7.02507 4.03456
H: -7.07893 -3.50248 -1.30719
H: 0.76063 -3.43421 7.58970
N: 2.80885 2.53096 -7.25722
C: 3.79704 4.02850 1.58957
H: 6.15141 -5.13764 4.71821
H: -5.07941 -1.87865 1.15042
Sr: 3.05979 -3.41539 -2.22059
H: 1.77034 3.21155 -8.70365
H: 1.67979 -1.51264 5.96494
C: -5.68531 2.49656 -4.27227
H: -7.56848 -3.86604 2.00176
N: 5.42773 -4.31884 2.19910
H: 2.18332 7.43855 4.18709
C: 0.38964 2.82991 -6.99853
O: -0.05728 -0.99618 -0.41633
H: 0.12643 -2.68707 3.69851
H: -5.53161 -6.55464 -1.93963
H: 7.84617 -3.30628 2.98516
H: 0.37185 7.68281 -7.70594
H: 8.72312 -4.58517 2.25860
H: -3.58937 3.00325 -2.54160
C: -7.24884 -3.03001 1.37968
H: 4.55309 -4.70153 2.52877
N: 0.18882 -3.38284 4.42798
H: -5.28444 1.51307 -6.85886
H: 0.06058 1.89715 -7.45654
H: -5.27784 -4.11378 0.86572
H: 7.70989 -3.49664 1.24449
H: 4.82470 4.31357 1.36434
H: 2.36145 3.99549 3.07887
C: 6.60335 -5.76294 3.94823
H: -5.43963 3.28035 -1.17131
H: 7.63849 -5.93490 4.24321
H: -3.44890 4.45044 -3.58201
C: -6.56824 -6.30226 -1.71642
N: 3.75787 2.61933 1.34925
C: 0.59144 -1.47793 5.91596
C: 1.68178 3.38609 -7.63136
C: 2.45119 6.38232 4.21427
C: 3.37459 4.39652 3.04972
C: -4.05977 3.94124 -2.83659
H: -5.58814 3.03483 -7.57715
H: 6.84657 -8.15724 2.46150
C: -0.02075 -2.81425 5.73592
O: -5.45054 3.16794 -5.51206

Cartesian forces, eV/Å:
H 0.9 -1.1 0.6
H 0.2 -0.3 0.1
O -0.5 1.4 0.4
H -0.2 0.1 0.0
H -0.3 0.3 0.3
H 0.2 -0.5 -0.4
H -0.1 0.0 -0.1
H 0.0 0.0 0.4
C -0.4 0.3 0.6
H 0.2 -0.2 0.2
H -0.2 0.0 0.6
H -0.1 0.4 0.1
H -0.3 0.3 0.4
C -1.0 -0.7 0.0
H -0.1 -0.1 -0.3
H -0.7 -0.5 -0.5
N -0.2 0.9 0.3
C 0.6 0.3 1.0
H -0.7 0.4 0.5
H -0.5 -0.4 -0.5
C -0.4 0.7 -0.8
H 0.4 0.2 -0.4
H -0.5 0.4 0.5
N -0.7 -1.2 1.0
H -0.4 0.2 0.1
H 0.4 0.0 0.0
H 0.3 0.0 0.4
H -0.3 -0.1 0.4
H 0.2 -0.1 -0.5
H 0.3 0.0 -0.3
H -0.1 0.5 -0.1
H 0.5 -0.6 0.0
H 0.5 0.1 -0.1
H 0.2 0.7 0.3
C 1.0 0.6 2.1
C 0.2 -1.4 1.7
O 0.1 0.5 -1.4
H -0.2 0.3 0.2
H 0.1 -0.3 -0.3
H 0.1 -0.8 -0.7
C -1.0 2.2 0.6
C -0.5 -0.3 -0.4
H 0.0 -0.4 -0.2
C 0.5 0.6 0.5
H -0.1 -0.1 0.3
H 0.3 0.0 -0.4
H -0.9 -1.0 0.0
H -0.2 -0.6 -0.3
H -0.1 0.3 -0.2
O 0.9 1.8 0.7
H 0.4 -0.4 0.0
C 0.2 -1.7 -1.0
H 0.4 -0.3 -0.5
C -0.5 0.0 1.7
O -0.5 0.0 0.6
H 0.5 -0.4 -0.1
H -0.1 -0.5 0.2
H -0.1 -0.1 -0.1
C 0.6 0.4 -0.5
O -0.1 0.4 -0.9
H -0.5 -0.6 -0.6
H -0.2 0.3 0.4
N 0.3 -0.1 0.8
C 0.1 0.2 0.0
H -0.1 0.2 -0.3
H 0.1 0.7 0.0
Sr -0.8 0.7 0.7
H -1.1 0.9 -0.3
H 0.3 -0.1 0.0
C 1.1 1.9 0.1
H -0.2 -0.2 -0.4
N -1.3 1.4 0.1
H 0.7 -0.2 -0.5
C 0.3 1.0 -1.0
O 0.4 -0.3 -0.3
H -0.1 0.2 -0.1
H 0.2 0.2 -0.1
H -0.2 0.2 0.1
H 0.4 -0.1 -0.3
H 0.2 0.1 -0.3
H 0.4 -0.1 -0.1
C 1.3 -0.6 -0.6
H 0.0 -0.6 0.2
N 1.0 0.3 -1.7
H 0.2 -0.3 0.4
H 0.3 -0.2 0.0
H -0.4 -0.3 1.1
H -0.3 -0.5 0.0
H 0.1 0.3 0.3
H -0.2 -0.9 0.7
C 0.7 -0.8 -1.1
H 0.2 0.9 0.2
H 0.3 0.0 0.1
H -0.1 -0.2 -0.3
C 0.2 0.3 0.6
N 0.8 -2.3 0.3
C 0.9 1.2 0.6
C 0.6 0.3 0.0
C 0.0 -3.2 -1.1
C -1.7 1.1 -1.6
C 1.3 0.1 -0.3
H -0.4 0.3 0.2
H -0.2 0.4 -0.2
C -1.9 -1.3 -0.3
O -0.6 -0.9 -1.1

Computed properties:
E_LUMO   -6.83 eV
Electronic energy   -1839.8416 a.u.
Net charge   +1
E_HOMO   -10.39 eV
Gap between HOMO and LUMO   3.5581 eV

Energy relative to the best compared isomer or geometry (same formula, charge and spin) across the listed records, respectively: 2.4340; 2.0806; 1.3421; 13.3435 eV.